# 1
# C16H58O21

A 13-piece molecular cluster, C16H58O21 overall in a non-equilibrium geometry (ωB97M-V/def2-TZVPD, OMol25).

Geometry as XYZ:
```
95
Properties=species:S:1:pos:R:3:mulliken_charge:R:1
O -9.784 4.718 -6.640 -0.469
H -8.819 4.601 -6.511 0.225
H -10.118 3.833 -6.678 0.202
O -11.027 7.406 -2.792 -0.714
H -10.559 6.589 -2.505 0.313
H -11.078 7.152 -3.759 0.196
O -12.695 3.301 -7.858 -0.666
H -12.104 3.566 -8.563 0.353
H -12.323 3.713 -7.097 0.286
O -8.245 11.280 -3.950 -0.676
H -8.209 11.686 -4.812 0.278
H -8.980 10.644 -3.950 0.188
O -6.893 9.077 -6.397 -0.513
H -6.101 9.022 -6.991 0.205
H -6.776 8.924 -5.519 0.318
C -10.701 9.216 -5.784 -0.121
C -10.253 7.953 -6.278 0.916
O -10.823 6.948 -5.458 0.329
O -10.101 9.522 -4.532 0.359
H -11.846 9.271 -5.790 -0.158
H -10.358 9.858 -6.549 -0.223
H -9.169 7.894 -6.281 -0.618
H -10.590 7.863 -7.364 0.348
H -10.966 6.147 -6.044 -0.055
H -10.469 8.821 -3.944 -0.262
C -10.393 10.619 -9.874 0.180
C -9.001 10.832 -9.174 -0.430
O -8.674 9.645 -8.671 -0.253
O -10.458 11.258 -11.143 -0.591
H -11.215 10.861 -9.328 0.010
H -10.596 9.565 -10.098 -0.013
H -9.176 11.630 -8.413 0.315
H -8.383 11.372 -9.871 0.549
H -8.190 9.693 -7.914 0.106
H -9.973 12.042 -11.212 0.312
C -7.909 6.931 -3.335 0.280
C -6.647 6.228 -2.724 -0.618
O -7.179 5.133 -2.048 -0.518
O -7.525 8.161 -3.942 -0.725
H -8.479 7.138 -2.497 0.155
H -8.457 6.315 -3.999 0.142
H -6.172 6.805 -1.894 0.288
H -5.819 5.976 -3.500 0.287
H -6.431 4.698 -1.732 0.319
H -8.338 8.494 -4.377 0.444
C -12.923 12.506 -5.753 0.091
C -12.434 12.362 -7.234 0.484
O -13.484 11.857 -8.046 -0.646
O -11.861 13.012 -4.907 -0.645
H -13.291 11.549 -5.339 -0.265
H -13.748 13.275 -5.759 0.257
H -11.549 11.753 -7.348 -0.635
H -12.091 13.251 -7.817 0.444
H -13.956 11.092 -7.714 0.471
H -12.024 12.546 -4.083 0.654
C -12.768 9.879 -1.617 0.648
C -12.122 11.240 -1.377 -0.851
O -11.936 11.866 -2.587 -0.500
O -12.790 9.096 -0.469 -0.596
H -11.978 9.409 -2.234 -0.526
H -13.743 9.936 -2.010 0.314
H -11.236 11.017 -0.875 0.448
H -12.678 11.856 -0.678 0.262
H -10.993 12.168 -2.592 0.216
H -11.895 8.852 -0.285 0.374
C -7.484 6.850 -8.700 0.485
C -7.348 5.327 -8.750 -0.842
O -6.887 4.970 -7.514 -0.551
O -7.973 7.295 -9.871 -0.668
H -6.437 7.282 -8.639 0.017
H -8.143 7.061 -7.881 -0.047
H -6.644 5.129 -9.476 0.522
H -8.339 4.991 -9.099 0.205
H -5.957 5.184 -7.461 0.322
H -8.350 8.187 -9.662 0.466
C -14.768 6.304 -8.442 -0.408
C -13.414 6.661 -7.963 0.126
O -12.945 7.797 -8.791 -0.541
O -15.083 4.968 -7.912 -0.539
H -14.715 6.231 -9.560 0.247
H -15.545 7.085 -8.189 0.199
H -12.707 5.892 -8.157 0.811
H -13.566 6.917 -6.885 -0.509
H -12.243 7.424 -9.438 0.312
H -14.297 4.479 -8.134 0.353
C -15.113 9.100 -5.730 -0.678
C -14.425 8.354 -4.600 0.813
O -15.292 8.014 -3.596 -0.630
O -14.141 9.559 -6.597 -0.604
H -15.763 9.921 -5.459 0.557
H -15.812 8.418 -6.196 0.218
H -13.701 8.945 -4.123 -0.263
H -13.983 7.472 -4.921 -0.167
H -15.666 8.823 -3.199 0.400
H -13.834 8.802 -7.142 0.115
```

Summary:
2S+1 ... 1
Energy relative to the best compared isomer or geometry (same formula, charge and spin) ... 75.6 kcal per mole
E_LUMO ... -0.0129 Eh
HOMO energy ... -9.357 eV



# 2
# C3H9N2S

A 2-piece molecular cluster, C3H9N2S overall in a non-equilibrium geometry (ωB97M-V/def2-TZVPD, OMol25).

Geometry as XYZ:
```
15
Properties=species:S:1:pos:R:3:mulliken_charge:R:1
C 0.408 1.947 0.814 0.172
C -0.978 -2.950 -0.206 -0.526
C 0.196 -3.094 -0.694 -0.475
N 0.955 2.999 1.426 -0.349
N 0.022 1.901 -0.410 -0.209
S -0.340 0.267 -1.015 0.010
H 0.301 1.101 1.398 0.354
H -1.889 -2.726 -0.814 0.267
H -1.323 -3.145 0.821 0.218
H -1.125 0.551 -2.123 0.202
H 0.490 -2.861 -1.715 0.305
H 0.960 -3.347 0.003 0.238
H 1.408 2.758 2.304 0.264
H 0.813 3.999 1.304 0.258
H 0.102 2.601 -1.094 0.271
```

Summary:
2S+1 ... 1
Energy relative to the best compared isomer or geometry (same formula, charge and spin) ... 56.6 kcal per mole
E_LUMO ... -0.1511 Eh
HOMO energy ... -13.251 eV
Total charge ... +1



# 3
# C16H25BrIMnO4P2

C16H25BrIMnO4P2 as an isolated structure in a non-equilibrium geometry (ωB97M-V/def2-TZVPD, OMol25).

Geometry as XYZ:
```
50
Properties=species:S:1:pos:R:3:lowdin_spin:R:1
C 0.551 -1.379 -4.063 -0.055
C 1.114 -1.027 -2.738 -0.201
H 1.362 -1.792 -4.689 -0.007
H 0.137 -0.499 -4.581 0.000
H -0.242 -2.137 -3.978 0.001
O 2.297 -1.101 -2.403 -0.137
I -2.337 -0.161 -2.212 0.016
Mn 0.008 -0.424 -1.241 3.408
P -0.453 -2.653 -0.539 -0.026
C 0.477 -3.254 0.910 -0.005
C -2.171 -3.113 -0.103 0.003
H -2.273 -4.208 -0.094 -0.001
H -0.282 -4.932 -1.361 -0.001
H -2.864 -2.670 -0.829 0.003
H -0.678 -3.797 -2.691 0.000
H 0.323 -2.563 1.749 0.001
H -2.396 -2.718 0.895 0.000
C -0.065 -3.944 -1.792 -0.001
H 0.138 -4.263 1.184 -0.002
H 0.998 -3.888 -2.063 0.000
H 1.546 -3.275 0.666 0.000
P 0.589 1.797 -1.934 -0.040
C 2.064 2.525 -1.160 -0.008
C 0.919 2.061 -3.719 -0.003
H -1.680 2.642 -1.953 0.002
H -0.480 3.976 -2.076 -0.001
H -0.782 3.164 -0.492 0.000
C -0.721 3.024 -1.580 0.001
H 0.059 1.741 -4.320 0.000
H 1.114 3.126 -3.907 -0.001
H 2.271 3.502 -1.612 -0.002
H 2.912 1.858 -1.351 0.000
H 1.806 1.485 -4.011 0.000
H 1.928 2.618 -0.073 0.000
C 1.310 -0.330 0.132 0.010
O 2.305 -0.574 0.699 0.031
Br 1.590 -0.495 4.327 0.214
C 0.135 0.697 4.474 0.228
C -0.675 0.712 5.618 0.016
C -1.785 1.560 5.675 0.109
C -2.078 2.403 4.597 0.198
C -1.246 2.422 3.472 -0.006
C -0.144 1.568 3.408 0.165
C 0.709 1.547 2.151 0.000
O 1.816 2.103 2.157 0.048
O 0.110 0.932 1.179 0.039
H -0.429 0.049 6.447 -0.002
H -2.428 1.535 6.554 0.003
H -2.938 3.060 4.634 0.008
H -1.443 3.094 2.634 -0.003
```

Summary:
⟨S²⟩ ... 6.451
2S+1 ... 5
E_LUMO (alpha / beta) ... -0.2944 / -0.3715 Eh
HOMO energy (alpha / beta) ... -15.066 / -15.193 eV
Total charge ... +2



# 4
# C3H7N3O

One molecule with the formula C3H7N3O in a non-equilibrium geometry (ωB97M-V/def2-TZVPD, OMol25).

Geometry as XYZ:
```
14
Properties=species:S:1:pos:R:3:mulliken_charge:R:1
C 0.578 -0.173 1.238 -0.066
C 0.175 0.359 2.515 -0.037
C -0.399 -0.297 -2.344 -0.659
N -0.361 2.663 2.722 -0.557
N -0.040 0.071 0.109 -0.423
N 0.284 -0.511 -1.038 0.030
O -0.262 1.406 3.150 -0.066
H 1.327 -0.996 1.344 0.286
H 0.013 -0.322 3.419 0.247
H -1.373 -0.817 -2.218 0.276
H -0.520 0.766 -2.653 0.224
H 0.163 -0.776 -3.137 0.296
H -0.875 3.050 3.491 0.238
H 0.806 -1.305 -0.860 0.213
```

Summary:
2S+1 ... 1
Energy relative to the best compared isomer or geometry (same formula, charge and spin) ... 171.7 kcal per mole
E_LUMO (alpha / beta) ... 0.0138 / 0.0123 Eh
HOMO energy (alpha / beta) ... -8.139 / -7.107 eV



# 5
# C3H2N4

One molecule with the formula C3H2N4 in a non-equilibrium geometry (ωB97M-V/def2-TZVPD, OMol25).

Geometry as XYZ:
```
9
Properties=species:S:1:pos:R:3:mulliken_charge:R:1
C 1.971 -0.207 0.080 0.137
C 0.585 -0.301 0.083 0.258
C -0.246 0.774 -0.077 -0.062
H 0.123 1.825 -0.013 0.351
H -2.345 0.648 0.234 0.270
N 3.125 -0.420 -0.118 -0.438
N -1.479 0.256 -0.107 0.088
N -1.480 -1.134 -0.025 -0.453
N -0.254 -1.441 -0.056 -0.151
```

Summary:
2S+1 ... 1
Energy relative to the best compared isomer or geometry (same formula, charge and spin) ... 31.9 kcal per mole
E_LUMO ... 0.0165 Eh
HOMO energy ... -10.295 eV